(1)
The following is a quantum chemistry calculation of a 2-piece molecular cluster, C2H5BrNO overall in a non-equilibrium geometry, from the OMol25 dataset.

Each line ends with the Mulliken charge.
CARTESIAN COORDINATES (ANGSTROEM)
1 C -1.256 0.603 -0.352  0.536
2 C -0.445 0.024 -1.439  -0.333
3 N -0.505 -0.560 -0.050  0.045
4 O -1.962 1.472 -0.009  -0.273
5 Br 2.593 -0.221 1.996  -0.223
6 H 0.430 0.573 -1.665  0.272
7 H -0.731 -0.600 -2.247  0.301
8 H 0.164 -0.470 0.638  0.092
9 H -0.913 -1.478 0.071  0.334
10 H 2.625 0.657 3.058  0.250

Cartesian forces, eV/Å:
-1.678 1.779 -3.545
-0.175 1.210 0.723
-0.981 -1.965 0.459
0.507 -1.006 1.023
-0.060 -0.843 -1.043
1.105 0.379 0.079
-0.817 -0.614 -0.296
2.905 0.555 1.862
-0.740 -0.303 -0.192
-0.067 0.806 0.930

For the relative energy (zero: lowest compared OMol25 entry of this formula, charge and spin), the calculation gives 2.143 eV. The calculation puts the orbital gap at 9.964 eV. As for the total charge: +1. The HOMO energy is -0.54735 Ha. The lowest unoccupied orbital energy is -4.93 eV. The calculation puts the energy at -2782.857778 Eh.

(2)
The following is a quantum chemistry calculation of C6H10 as an isolated structure in a non-equilibrium geometry, from the OMol25 dataset.

Each line ends with the Mulliken charge.
CARTESIAN COORDINATES (ANGSTROEM)
1 C 2.412 0.881 0.256  -0.843
2 C 2.183 -0.795 -0.292  -0.541
3 C 0.712 -0.863 -0.083  -0.044
4 C -0.501 -0.864 0.175  0.171
5 C -1.991 -0.788 0.297  -0.528
6 C -2.562 0.734 -0.256  -0.853
7 H 3.532 0.996 0.106  0.334
8 H 2.037 1.037 1.565  0.238
9 H 1.802 1.733 -0.517  0.236
10 H 2.586 -0.977 -1.493  0.260
11 H 2.765 -1.530 0.481  0.259
12 H -2.395 -1.052 1.465  0.255
13 H -2.437 -1.767 -0.487  0.239
14 H -3.628 0.662 -0.440  0.336
15 H -1.996 0.986 -1.351  0.232
16 H -2.517 1.607 0.573  0.247

Cartesian forces, eV/Å:
-0.553 -0.129 -0.060
0.590 1.553 0.506
-2.558 -0.912 0.230
2.110 0.215 -0.620
-1.650 -0.984 -0.345
1.826 -0.360 -0.134
-1.382 0.458 0.612
1.234 -0.632 -4.557
1.750 -2.899 2.568
-1.314 0.660 3.708
-1.357 1.872 -2.092
1.188 0.856 -3.443
1.076 3.218 2.468
-0.121 -0.297 -0.249
-1.488 -0.508 3.429
0.649 -2.112 -2.022

For the relative energy (zero: lowest compared OMol25 entry of this formula, charge and spin), the calculation gives 6.337 eV. The calculation puts the orbital gap at 9.838 eV. The HOMO energy is -0.32482 Ha. The lowest unoccupied orbital energy is 1.00 eV. The calculation puts the energy at -234.369646 Eh.

(3)
The following is a quantum chemistry calculation of a 2-piece molecular cluster, C3H6N2O2 overall, from the OMol25 dataset.

Each line ends with the Mulliken charge.
CARTESIAN COORDINATES (ANGSTROEM)
1 C 0.493 -0.363 0.697  -0.323
2 C -1.679 -1.343 -1.410  0.131
3 C -0.610 0.679 0.459  0.425
4 N 1.663 -0.282 -0.151  -0.712
5 O -0.352 1.597 -0.485  -0.468
6 N -1.708 0.737 1.069  -0.730
7 O -1.017 -1.021 -2.271  -0.129
8 H 0.543 1.462 -0.840  0.315
9 H -1.841 0.009 1.760  0.228
10 H 2.196 0.566 -0.005  0.245
11 H 1.443 -0.402 -1.131  0.259
12 H 0.821 -0.281 1.738  0.391
13 H 0.048 -1.356 0.570  0.369

Cartesian forces, eV/Å:
-0.016 0.007 0.025
0.320 0.053 -0.717
0.175 -0.367 0.521
0.016 0.102 -0.021
0.199 0.301 -0.302
-0.289 0.355 -0.160
-0.424 -0.172 0.578
-0.352 -0.070 0.164
0.252 -0.174 -0.032
0.108 -0.100 -0.040
0.118 -0.053 -0.054
-0.137 -0.044 -0.106
0.029 0.159 0.144

For the relative energy (zero: lowest compared OMol25 entry of this formula, charge and spin), the calculation gives 2.019 eV. The calculation puts the orbital gap at 10.274 eV. The HOMO energy is -0.35342 Ha. The lowest unoccupied orbital energy is 0.66 eV. The calculation puts the energy at -377.885151 Eh.

(4)
The following is a quantum chemistry calculation of C13H19ClN5O8PPt as an isolated structure, from the OMol25 dataset.

Each line ends with the Mulliken charge.
CARTESIAN COORDINATES (ANGSTROEM)
1 Pt 0.395 0.534 -0.755  1.375
2 C 1.982 -0.798 2.385  -0.512
3 O 2.805 -0.421 1.274  -0.412
4 P 2.380 0.606 0.127  0.889
5 O 3.596 0.411 -0.866  -0.382
6 C 3.686 -0.826 -1.591  -0.638
7 O 2.659 2.046 0.720  -0.325
8 C 3.963 2.388 1.220  -0.718
9 H 2.631 -1.340 3.069  0.342
10 H 1.166 -1.438 2.058  0.107
11 H 1.576 0.082 2.884  0.305
12 H 4.440 -0.681 -2.357  0.224
13 H 2.729 -1.052 -2.069  0.291
14 H 3.976 -1.628 -0.914  0.252
15 H 3.839 3.299 1.798  0.256
16 H 4.642 2.561 0.388  0.267
17 H 4.353 1.595 1.856  0.324
18 Cl 2.932 0.664 -5.111  -0.200
19 C 1.517 1.681 -4.726  -0.557
20 C 0.739 1.076 -3.563  0.728
21 O -0.337 0.529 -3.748  -0.652
22 O 1.330 1.239 -2.434  -0.702
23 H 0.888 1.721 -5.608  0.368
24 H 1.892 2.666 -4.462  0.257
25 N -3.514 3.930 0.414  -0.617
26 N -2.881 3.048 -0.450  1.208
27 N -3.045 3.108 -1.747  -0.947
28 C -2.211 2.164 -2.161  -0.426
29 N -1.591 1.580 -1.125  -0.047
30 N -2.031 2.170 -0.031  -0.469
31 H -4.471 4.024 0.087  0.292
32 H -3.519 3.484 1.326  0.312
33 H -2.069 1.865 -3.182  0.640
34 O -2.457 -3.857 -0.201  -0.676
35 C -2.504 -3.380 1.048  0.399
36 C -3.201 -4.122 2.007  -0.676
37 C -3.282 -3.672 3.307  -0.298
38 C -2.678 -2.475 3.691  -0.857
39 C -1.989 -1.739 2.750  -0.224
40 C -1.886 -2.175 1.426  -0.081
41 C -1.132 -1.382 0.424  1.419
42 O -0.595 -0.289 0.862  -0.937
43 O -1.028 -1.752 -0.748  -0.911
44 H -1.935 -3.213 -0.736  0.349
45 H -3.668 -5.047 1.698  0.442
46 H -3.824 -4.259 4.038  0.363
47 H -2.751 -2.129 4.713  0.403
48 H -1.518 -0.802 3.015  0.449

Cartesian forces, eV/Å:
-0.263 0.438 0.118
-0.079 -0.006 0.081
-0.023 0.027 -0.176
0.103 -0.450 -0.052
0.039 0.039 0.118
-0.076 0.015 -0.167
-0.090 -0.031 -0.027
0.048 0.046 0.025
-0.002 0.019 -0.003
0.037 0.032 0.011
-0.025 -0.009 -0.015
0.014 0.008 0.007
0.067 -0.010 0.051
-0.010 -0.015 -0.004
-0.004 -0.006 -0.010
-0.010 -0.009 -0.008
-0.006 -0.006 0.002
0.069 -0.042 -0.015
-0.046 -0.020 0.018
-0.266 -0.062 -0.397
-0.006 0.075 0.053
0.063 0.190 0.824
0.016 -0.028 0.020
-0.007 -0.001 -0.002
-0.108 -0.062 0.055
0.062 -0.089 0.036
-0.059 0.027 -0.180
-0.103 -0.185 0.068
0.321 -0.072 -0.109
-0.084 0.008 0.105
0.044 0.021 -0.029
0.068 0.028 -0.015
0.067 0.007 -0.046
0.035 -0.003 -0.146
0.013 0.099 0.151
0.024 0.016 -0.050
-0.001 0.002 0.022
-0.003 0.002 0.038
-0.013 -0.026 -0.053
-0.059 -0.068 0.011
-0.219 0.008 0.528
0.549 0.325 -0.544
-0.086 -0.217 -0.341
0.003 -0.009 0.050
-0.003 -0.011 -0.008
-0.004 0.001 -0.001
-0.001 0.005 0.006
0.013 -0.001 0.002

For the relative energy (zero: lowest compared OMol25 entry of this formula, charge and spin), the calculation gives 0.000 eV. The calculation puts the orbital gap at 8.738 eV. The HOMO energy is -0.30640 Ha. The lowest unoccupied orbital energy is 0.40 eV. The calculation puts the energy at -2303.412154 Eh.

(5)
The following is a quantum chemistry calculation of a 2-piece molecular cluster, C3H8NO overall in a non-equilibrium geometry, from the OMol25 dataset.

Each line ends with the Mulliken charge.
CARTESIAN COORDINATES (ANGSTROEM)
1 C 1.704 -0.531 0.465  -0.200
2 N 0.924 -0.535 1.490  -0.126
3 H 2.483 0.176 0.438  0.328
4 H 1.503 -1.248 -0.346  0.332
5 H 0.095 -1.156 1.522  0.319
6 H 0.841 0.243 2.065  0.271
7 C -1.234 -0.354 -1.439  -0.719
8 C -0.850 0.740 -0.780  -0.048
9 O -1.123 0.944 0.591  -0.494
10 H -0.966 -0.500 -2.484  0.288
11 H -1.820 -1.177 -1.003  0.291
12 H -0.231 1.509 -1.215  0.421
13 H -1.326 1.890 0.696  0.338

Cartesian forces, eV/Å:
-1.841 -1.284 0.689
-0.484 -1.895 -2.594
0.826 0.838 -0.264
0.462 0.223 0.560
0.737 0.391 -0.090
0.327 1.603 1.701
0.109 -0.258 0.295
-0.298 -0.587 0.718
0.000 0.223 -1.129
0.065 0.270 0.237
0.171 0.673 0.021
-0.102 0.214 -0.268
0.027 -0.410 0.125

For the relative energy (zero: lowest compared OMol25 entry of this formula, charge and spin), the calculation gives 1.504 eV. The calculation puts the orbital gap at 8.192 eV. As for the total charge: +1. The HOMO energy is -0.50582 Ha. The lowest unoccupied orbital energy is -5.57 eV. The calculation puts the energy at -248.780641 Eh.

(6)
The following is a quantum chemistry calculation of C8H5MnN2O5 as an isolated structure in a non-equilibrium geometry, from the OMol25 dataset.

Each line ends with the Mulliken charge.
CARTESIAN COORDINATES (ANGSTROEM)
1 O 1.744 0.846 -2.551  -0.273
2 C 0.879 0.743 -1.771  0.322
3 Mn -0.495 0.849 -0.614  0.547
4 O -2.429 2.691 -1.885  -0.261
5 C -1.627 1.969 -1.418  0.119
6 C -1.340 0.054 0.902  0.513
7 O -1.811 -0.289 1.895  -0.193
8 C 2.263 -1.461 0.230  0.020
9 O 1.536 -1.134 1.094  -0.355
10 C -0.813 -0.748 -1.534  0.232
11 O -0.973 -1.797 -2.030  -0.218
12 H 3.211 -2.070 0.002  0.272
13 N 1.004 1.547 1.806  -0.267
14 C 1.664 2.571 2.357  -0.115
15 C 1.748 3.568 1.404  -0.906
16 C 1.186 3.069 0.244  -0.273
17 N 0.714 1.812 0.501  0.362
18 H 0.893 0.658 2.226  0.189
19 H 1.905 2.481 3.394  0.473
20 H 2.164 4.569 1.505  0.400
21 H 1.057 3.506 -0.757  0.412

Cartesian forces, eV/Å:
-2.983 -0.436 2.633
7.064 0.615 -6.121
-1.311 0.801 1.830
3.248 -2.940 1.808
-5.506 5.248 -3.477
-2.658 -2.251 5.603
1.170 0.993 -2.766
0.047 0.190 -1.676
0.805 -0.697 0.400
-2.339 -8.429 -4.031
0.962 4.283 1.849
-0.858 0.357 1.254
0.600 1.858 -1.154
-0.706 -0.069 -0.159
0.764 1.216 0.118
-0.671 -1.437 0.446
2.164 1.960 2.251
-0.275 -0.947 0.007
0.409 0.370 0.292
-0.036 -0.465 0.149
0.109 -0.217 0.745

The calculation puts the orbital gap (alpha / beta) at 7.406 / 7.025 eV. As for the total charge: +1. As for the spin multiplicity: 6. The HOMO energy (alpha / beta) is -0.40328 / -0.47206 Ha. The lowest unoccupied orbital energy (alpha / beta) is -3.57 / -5.82 eV. The calculation puts the energy at -1944.097720 Eh.

(7)
The following is a quantum chemistry calculation of one molecule with the formula C5H6O, from the OMol25 dataset.

Each line ends with the Mulliken charge.
CARTESIAN COORDINATES (ANGSTROEM)
1 C -1.736 -0.664 -0.675  -0.834
2 C -0.339 -0.932 -0.256  -0.593
3 C 0.293 -0.145 0.666  0.633
4 C 1.791 0.110 0.750  -0.401
5 C 0.922 1.053 0.028  -0.110
6 O -0.009 1.356 0.973  -0.415
7 H -2.333 -1.446 -0.183  0.302
8 H -1.842 -0.867 -1.747  0.291
9 H -2.177 0.311 -0.422  0.309
10 H 2.376 -0.601 0.172  0.257
11 H 2.198 0.447 1.699  0.243
12 H 0.857 1.378 -1.005  0.320

Cartesian forces, eV/Å:
-0.027 0.025 -0.021
-0.098 0.160 0.109
-0.151 -0.606 -0.157
0.123 0.007 0.054
0.183 0.315 -0.220
-0.071 0.019 -0.112
0.040 0.101 -0.031
-0.022 0.023 0.187
0.185 -0.113 0.053
-0.048 0.199 0.066
-0.158 -0.057 -0.058
0.045 -0.073 0.129

For the relative energy (zero: lowest compared OMol25 entry of this formula, charge and spin), the calculation gives 5.510 eV. The calculation puts the orbital gap at 8.812 eV. The HOMO energy is -0.30256 Ha. The lowest unoccupied orbital energy is 0.58 eV. The calculation puts the energy at -269.143759 Eh.

(8)
The following is a quantum chemistry calculation of a 2-piece molecular cluster, C2H6FP overall in a non-equilibrium geometry, from the OMol25 dataset.

Each line ends with the Mulliken charge.
CARTESIAN COORDINATES (ANGSTROEM)
1 C -0.735 -1.488 0.878  -0.768
2 C 0.381 1.452 -1.227  -0.436
3 F 1.543 2.096 -1.111  -0.217
4 P -0.185 0.278 1.350  0.016
5 H -1.722 -1.620 1.105  0.302
6 H -0.128 -2.263 1.375  0.277
7 H -0.392 -1.528 -0.255  0.201
8 H 0.486 0.758 -2.076  0.253
9 H -0.441 2.073 -1.124  0.346
10 H 1.192 0.243 1.085  0.025

Cartesian forces, eV/Å:
4.862 1.017 -2.351
1.080 -1.800 -0.135
0.516 0.435 0.517
-0.470 0.064 -1.005
-2.578 -0.276 0.053
-0.225 0.394 -0.013
-1.397 -0.322 2.144
-0.593 -0.060 0.639
-1.482 1.070 0.047
0.288 -0.522 0.104

For the relative energy (zero: lowest compared OMol25 entry of this formula, charge and spin), the calculation gives 4.036 eV. The calculation puts the orbital gap (alpha / beta) at 8.285 / 8.230 eV. The HOMO energy (alpha / beta) is -0.31984 / -0.29862 Ha. The lowest unoccupied orbital energy (alpha / beta) is -0.42 / 0.10 eV. The calculation puts the energy at -520.873395 Eh.

> Look up the energy of the second one.

-234.369646 Eh

> Among the records above, which one has the highest energy?

C6H10

> Among the records above, which one has the lowest energy?

C2H5BrNO

> energy of number 8 (C2H6FP)?

-520.873395 Eh